DFT (ωB97M-V with the def2-TZVPD basis set) results for a 2-piece molecular cluster, C4H11NO overall.

The expectation value of S² is 0.75. The value obtained for the frontier orbital gap (spin up / spin down) is 11.56 / 6.45 eV.

```
! wB97M-V def2-TZVPD RIJCOSX def2/J DEFGRID3
* xyz 1 2
C 0.564 1.450 0.406
N 0.015 1.023 -0.910
C 0.682 -0.303 -1.207
C 1.163 -0.936 0.118
C 0.886 0.245 1.222
H 1.562 1.981 0.201
H -0.052 2.111 1.033
H 0.240 1.749 -1.557
H 0.015 -0.985 -1.891
H 1.517 -0.088 -1.814
H 2.200 -1.417 -0.095
H 0.498 -1.789 0.188
H 0.081 -0.142 1.871
H 1.869 0.292 1.711
H -2.344 -0.416 0.256
H -3.605 -1.183 -0.015
O -2.732 -1.251 0.406
*
```


DFT (ωB97M-V with the def2-TZVPD basis set) results for a 2-piece molecular cluster, C4H11NO overall.

The expectation value of S² is 0.76. The value obtained for the frontier orbital gap (spin up / spin down) is 8.71 / 3.75 eV.

```
! wB97M-V def2-TZVPD RIJCOSX def2/J DEFGRID3
* xyz 1 2
C 1.184 0.397 2.038
N 1.262 0.171 0.534
C 1.817 -1.110 -0.019
H 1.011 1.535 2.137
H 0.338 -0.102 2.457
H 2.060 -0.006 2.507
H 1.440 0.860 -0.296
H 1.366 -1.991 0.636
H 2.955 -1.141 0.047
H 1.201 -1.126 -0.927
C -2.957 0.470 -1.937
C -1.798 0.259 -1.336
O -1.594 0.158 0.014
H -2.880 1.072 -2.864
H -3.940 0.413 -1.470
H -0.830 0.214 -1.944
H -0.636 -0.074 0.422
*
```


DFT (ωB97M-V with the def2-TZVPD basis set) results for a 2-piece molecular cluster, C4H11NO2 overall.

Its SMILES is CCNC(C)=O.O. The value obtained for the frontier orbital gap is 9.88 eV.

```
! wB97M-V def2-TZVPD RIJCOSX def2/J DEFGRID3
* xyz 0 1
C -0.687 -2.833 -0.320
C 0.016 -2.011 0.740
N -0.171 -0.538 0.526
C -1.080 0.030 -0.361
C -0.636 -0.072 -1.827
O -2.117 0.550 -0.054
H -1.524 -2.292 -0.760
H -1.176 -3.712 0.104
H -0.061 -3.165 -1.145
H -0.363 -2.131 1.752
H 1.092 -2.180 0.749
H 0.126 0.090 1.235
H 0.176 -0.777 -1.944
H -1.446 -0.379 -2.495
H -0.441 0.967 -2.102
O 2.449 6.190 2.193
H 2.910 6.874 1.701
H 2.933 5.389 2.006
*
```


DFT (ωB97M-V with the def2-TZVPD basis set) results for one molecule with the formula C4H11NO2.

Its SMILES is CC(C)(O)CON. The value obtained for the frontier orbital gap is 10.38 eV.

```
! wB97M-V def2-TZVPD RIJCOSX def2/J DEFGRID3
* xyz 0 1
C 0.646 0.027 1.447
C 0.489 -0.043 -0.069
C 1.629 0.820 -0.764
O 0.588 -1.396 -0.438
C -0.830 0.585 -0.554
O -1.785 -0.437 -0.985
N -2.360 -1.220 0.036
H -0.146 -0.534 1.940
H 0.626 1.059 1.786
H 1.595 -0.422 1.728
H 1.630 0.619 -1.833
H 2.592 0.518 -0.359
H 1.513 1.886 -0.588
H 0.225 -1.502 -1.327
H -0.712 1.180 -1.460
H -1.286 1.196 0.234
H -2.801 -0.594 0.712
H -1.612 -1.743 0.494
*
```


DFT (ωB97M-V with the def2-TZVPD basis set) results for a 2-piece molecular cluster, C4H11NO2 overall.

Its SMILES is CCCC(N)=O.O. The value obtained for the frontier orbital gap is 10.45 eV.

```
! wB97M-V def2-TZVPD RIJCOSX def2/J DEFGRID3
* xyz 0 1
C -2.993 0.903 -0.722
C -1.909 0.226 0.108
C -0.532 0.128 -0.650
C 0.364 1.242 -0.184
N 1.461 0.817 0.589
O 0.196 2.401 -0.472
H -3.176 0.297 -1.607
H -2.705 1.885 -1.079
H -3.915 0.912 -0.145
H -1.764 0.737 1.062
H -2.192 -0.799 0.368
H -0.070 -0.828 -0.445
H -0.735 0.265 -1.707
H 1.169 0.264 1.387
H 1.987 1.610 0.953
O 5.220 -3.396 1.135
H 4.930 -2.588 0.690
H 4.664 -4.076 0.721
*
```


DFT (ωB97M-V with the def2-TZVPD basis set) results for a 3-piece molecular cluster, C4H11NO2 overall.

Its SMILES is CN=O.C=C.CO. The value obtained for the frontier orbital gap is 9.14 eV.

```
! wB97M-V def2-TZVPD RIJCOSX def2/J DEFGRID3
* xyz 0 1
C 2.620 -0.006 0.778
N 1.911 -0.520 -0.380
O 0.884 -1.135 -0.133
H 3.577 -0.532 0.812
H 2.792 1.059 0.621
H 2.090 -0.179 1.718
C -2.326 -1.246 -0.460
C -2.280 -1.132 0.871
H -1.682 -1.937 -0.980
H -3.040 -0.711 -1.065
H -3.054 -0.594 1.401
H -1.645 -1.768 1.467
C 0.189 1.749 -0.981
O -0.779 0.968 -0.360
H 1.099 1.160 -1.205
H 0.477 2.589 -0.336
H -0.202 2.154 -1.921
H -0.632 0.082 0.154
*
```


DFT total energy readings, ordered: -7854.0871 -7852.0552 -9910.7611 -9909.5269 -9911.8003 -9906.8219 eV
ΔE to the lowest compared entry with this formula, charge and spin readings, ordered: 217.56 413.61 142.87 261.96 42.60 522.94 kJ/mol